C3H8S2 | wB97M-V/def2-TZVPD

Its SMILES is CCCSS. The multiplicity is 1. The relative energy (zero: lowest compared OMol25 entry of this formula, charge and spin) is 13.8 kcal per mole. The frontier orbital gap is 9.47 eV. Its HOMO energy is -8.9 eV.

Each line ends with the Mulliken charge.
Cartesian coordinates (Å):
C 1.762 -0.313 0.236  -1.193
C 0.311 -0.715 -0.139  -0.348
C -0.620 0.021 0.804  -0.651
S -2.431 0.179 0.301  -0.043
S -2.462 0.976 -1.574  -0.248
H 1.984 -0.679 1.239  0.307
H 2.479 -0.826 -0.404  0.348
H 1.899 0.744 0.078  0.357
H 0.084 -1.760 -0.323  0.394
H 0.201 -0.363 -1.185  0.268
H -0.269 1.046 0.901  0.335
H -0.749 -0.644 1.670  0.329
H -2.191 2.331 -1.605  0.145

***

C3H8S2 | wB97M-V/def2-TZVPD

Its SMILES is CCCSS. The multiplicity is 1. The relative energy (zero: lowest compared OMol25 entry of this formula, charge and spin) is 35.0 kcal per mole. The frontier orbital gap is 8.20 eV. Its HOMO energy is -9.1 eV.

Each line ends with the Mulliken charge.
Cartesian coordinates (Å):
C -0.409 -2.699 1.562  -1.232
C -0.905 -1.816 0.415  -0.471
C -0.052 -0.530 0.274  -0.548
S -0.621 0.681 -0.902  -0.158
S 1.198 2.079 -0.306  -0.246
H -0.560 -2.371 2.590  0.360
H -0.848 -3.699 1.499  0.332
H 0.646 -2.947 1.407  0.318
H -1.920 -1.547 0.705  0.302
H -0.878 -2.399 -0.507  0.379
H 1.009 -0.770 0.248  0.446
H -0.273 -0.190 1.291  0.329
H 1.283 1.544 -1.514  0.189

***

C3H8Si2 | wB97M-V/def2-TZVPD

Its SMILES is C1=C[SiH2][SiH2]C1. The multiplicity is 1. The relative energy (zero: lowest compared OMol25 entry of this formula, charge and spin) is 0.0 kcal per mole. The frontier orbital gap is 10.49 eV. Its HOMO energy is -9.5 eV.

Each line ends with the Mulliken charge.
Cartesian coordinates (Å):
C 0.112 -1.340 0.554  -0.229
C 0.152 -1.463 -0.797  -0.498
Si -0.037 0.218 -1.716  0.309
Si -0.028 1.446 0.280  0.255
C -0.099 -0.139 1.384  -0.741
H 0.345 -2.247 1.179  0.291
H 0.015 -2.465 -1.140  0.397
H 1.134 0.320 -2.604  -0.127
H -1.064 0.638 -2.603  -0.145
H -1.221 2.217 0.466  -0.121
H 1.218 2.203 0.525  -0.106
H -1.085 -0.315 1.767  0.337
H 0.520 -0.094 2.302  0.378

***

C3H9AsClCoO4Te | wB97M-V/def2-TZVPD

The multiplicity is 4. As for the charge: -1. The frontier orbital gap (spin up / spin down) is 6.90 / 6.40 eV. The expectation value of S² is 3.7757. Its HOMO energy (spin up / spin down) is -3.8 / -3.9 eV.

Each line ends with the Mulliken charge.
Cartesian coordinates (Å):
Co 0.704 0.303 0.314  0.094
O -0.895 2.957 2.930  -0.670
Cl -0.172 2.048 2.099  1.877
O 1.240 2.072 2.375  -0.657
O -0.659 0.680 2.284  -0.635
O -0.372 2.367 0.684  -0.636
Te 1.781 -1.241 -1.151  -0.471
C -3.325 1.545 -0.177  -1.084
As -2.414 -0.187 -0.290  0.335
C -3.625 -0.981 -1.624  -1.145
C -3.257 -0.987 1.288  -1.077
H -4.408 1.412 -0.123  0.402
H -3.073 2.146 -1.050  0.329
H -2.972 2.072 0.707  0.285
H -4.667 -0.834 -1.337  0.335
H -3.421 -2.049 -1.708  0.350
H -3.449 -0.520 -2.596  0.350
H -4.339 -0.845 1.268  0.359
H -2.837 -0.518 2.175  0.325
H -3.033 -2.054 1.319  0.333

***

> Among the records above, which one has the highest multiplicity?

C3H9AsClCoO4Te

***

> multiplicity of number 2 (C3H8S2)?

1